Here is a structure of composition C35H35BrDyN4O2S5 at a distorted geometry from OMol25. Energies are from wB97M-V/def2-TZVPD.

Energy above the lowest of the compared OMol25 structures with the same formula, charge and spin in kJ/mol: 6.1
Net charge: -1
HOMO level (spin up / spin down) in eV: -4.66 / -4.65
E_tot in eV: -195222.8316
Spin multiplicity: 6

Last column: Löwdin charge in e.
Positions of all 83 atoms, in Å:
1 H -3.13967 -0.42160 1.85959  0.05
2 H 1.03701 3.49287 3.55937  0.10
3 O -2.11996 0.85543 -2.39840  -0.30
4 H 0.73522 -4.20353 -1.86793  0.10
5 S -5.89437 -2.42272 -0.20725  0.78
6 H -4.26122 -4.04000 0.47790  0.01
7 H 3.38818 -0.03919 2.09718  0.10
8 C 2.43365 0.60775 3.88606  -0.10
9 C -2.33057 -0.11060 2.52032  -0.11
10 C -3.65676 -2.09994 -1.79476  -1.09
11 C 4.46950 -3.09543 -1.02592  -0.12
12 H -1.40857 -2.40751 3.54904  0.09
13 C 1.82442 2.30799 -2.21887  -0.14
14 C -0.40548 3.11199 1.36072  -0.16
15 C 3.29209 -2.81228 -1.70974  -0.05
16 C -4.98928 -2.35642 -1.70843  -1.03
17 O -0.44886 0.96803 -3.91091  -0.03
18 H -0.29830 7.48363 4.37718  0.09
19 N 1.22496 -1.19402 0.84073  -0.07
20 C 0.17396 -3.34015 -1.48469  -0.10
21 C 0.46051 5.49462 4.09138  -0.10
22 H -3.98078 0.84897 -3.25776  0.08
23 H -2.12384 -2.67632 1.93973  0.03
24 H -2.64505 1.33071 -4.33758  0.08
25 N -1.11856 -0.84221 2.14547  -0.27
26 H -1.73630 5.38784 0.92658  0.11
27 C -1.09504 6.55946 2.60845  -0.10
28 C 2.20401 -2.25001 -1.06879  -0.25
29 H 1.08561 5.52432 4.97603  0.10
30 S -2.60172 -1.81862 -0.48313  0.57
31 S -5.85556 -2.66578 -3.20079  0.88
32 C 4.50508 -2.88185 0.34311  -0.11
33 C 2.67153 2.76592 -3.21368  -0.09
34 H 5.17625 0.56998 -2.61384  0.10
35 H 1.37717 -2.80150 -3.68940  0.09
36 H 0.86463 2.78296 -2.05722  0.11
37 C 2.28142 -1.87445 0.30002  -0.27
38 H -5.69081 -4.82629 -0.26619  0.03
39 S -3.02791 -2.17948 -3.44846  0.91
40 H 5.32024 -3.51409 -1.54779  0.09
41 C -5.34719 -4.04574 0.40902  -0.39
42 C 3.30851 0.70907 -1.55913  -0.11
43 C 1.30024 -0.55538 2.07154  -0.26
44 C 4.22801 1.08017 -2.52763  -0.10
45 N 0.92284 -2.09392 -1.72577  -0.24
46 H 1.70760 -1.06931 -3.39177  0.09
47 H -3.23392 2.45405 -3.08919  0.09
48 H 1.22320 1.20215 5.56281  0.09
49 C 1.03046 -1.89480 -3.17713  -0.09
50 C -1.12309 5.42242 1.81755  -0.04
51 Br 5.07340 2.65836 -4.74409  0.73
52 H 3.46978 -2.17398 2.06802  0.10
53 C -0.75580 0.65414 -2.78576  -0.53
54 H -0.86271 0.39831 4.53313  0.10
55 H -2.15888 0.95793 2.40023  0.07
56 H 0.00548 -3.47353 -0.41752  0.08
57 C -4.51158 -2.52218 -4.27724  -1.52
58 C -0.30933 6.59935 3.75193  -0.11
59 S -4.62938 -2.65752 -5.91032  0.48
60 H 2.38858 3.59173 -3.84911  0.11
61 H 5.38073 -3.16591 0.91565  0.10
62 C 3.43176 -2.30156 0.99633  -0.04
63 H 3.35543 1.00160 4.29874  0.10
64 H 3.55359 -0.08623 -0.86731  0.10
65 C 0.43807 4.35525 3.30450  -0.03
66 C -0.36369 4.29862 2.15921  -0.26
67 C -1.26525 -2.26508 2.46883  -0.10
68 C 1.24774 0.72701 4.59009  -0.11
69 H 3.23543 -3.04510 -2.76539  0.10
70 Dy -0.33194 0.01413 -0.47642  1.42
71 H -0.78862 -3.29258 -1.98585  0.03
72 C -0.44741 2.09580 0.68457  -0.14
73 H 0.05083 -1.64226 -3.57388  0.06
74 H -1.68913 7.42108 2.32869  0.10
75 N 2.11506 1.28487 -1.41528  0.05
76 C 2.45770 -0.00809 2.64588  -0.04
77 H -2.64122 -0.31646 3.55434  0.08
78 H -5.78941 -4.17673 1.39532  0.03
79 H -0.36690 -2.79883 2.15903  0.08
80 C -3.04711 1.40541 -3.32868  -0.10
81 C 3.88248 2.11850 -3.37257  -0.68
82 C 0.07439 0.26517 4.00846  -0.03
83 C 0.08449 -0.34841 2.76886  -0.24